The following is a quantum chemistry calculation of a structure of composition C9H14N2PZr, from the Open Molecules 2025 dataset.

```
27
Properties=species:S:1:pos:R:3:forces:R:3:mulliken_charge:R:1
C -0.53915 -2.13105 -1.10736 0.36 0.22 -0.23 0.480
C 0.01846 -3.41753 -0.83371 -0.25 1.46 0.20 -0.985
C 1.35566 -3.41897 -1.30989 -0.05 0.63 -0.56 -0.314
C 1.61675 -2.17348 -1.93934 -0.69 0.97 0.31 -0.986
C 0.43579 -1.34092 -1.82357 -0.09 -0.96 0.65 -0.369
Zr -1.10180 0.90170 -0.76871 0.60 -4.92 -2.14 0.476
P -2.92213 0.18360 0.78676 -2.23 -0.61 0.51 -0.194
H -1.54210 -1.74983 -0.87618 -0.08 -0.51 -0.12 0.035
H -0.49233 -4.20932 -0.29730 0.16 0.09 -0.13 0.407
H 2.06288 -4.26691 -1.23980 -0.58 0.72 -0.09 0.408
H 0.20758 -0.38162 -2.33497 0.36 -0.40 -0.44 0.350
H 2.51414 -1.80346 -2.43264 -0.12 -0.49 0.16 0.380
H -3.01759 0.12760 2.20928 0.26 0.18 -0.54 0.173
H -3.19048 -1.21329 0.47650 0.02 1.01 0.16 0.215
H -4.18549 0.80108 0.46573 0.24 -0.66 0.56 0.146
C -0.42677 3.06003 -0.19351 -0.04 0.79 0.29 -0.950
C 0.34475 2.04688 0.67267 0.79 -0.58 -0.04 0.129
N 0.45584 0.67191 0.56002 0.86 2.34 0.69 0.053
C 1.44671 0.26523 1.47612 -1.23 0.16 -0.94 -0.115
C 1.87161 1.36267 2.14102 0.07 0.36 -0.33 -0.517
N 1.19609 2.45073 1.60000 0.69 0.69 1.38 0.011
H -1.25117 3.55264 0.34326 0.64 0.02 0.32 0.393
H 0.29575 3.80718 -0.56023 -0.43 -0.14 -0.13 0.435
H -0.89209 2.74890 -1.28455 0.99 -0.03 0.48 0.240
H 1.73758 -0.77346 1.54709 -0.09 0.13 -0.05 0.469
H 2.64069 1.46900 2.88949 -0.14 0.07 0.00 0.404
H 1.36081 3.43068 1.83385 -0.03 -0.53 0.01 0.228
```
Forces are in eV/Å.

Computed properties:
charge: +1
LUMO level (spin up / spin down): -4.5870 / -4.5811 eV

=====

The following is a quantum chemistry calculation of a cluster of 2 separate species, C9H14N4 in total, from the Open Molecules 2025 dataset.

```
27
Properties=species:S:1:pos:R:3:forces:R:3:mulliken_charge:R:1
C -0.03637 0.29609 -2.14741 0.01 -0.95 0.20 -0.927
C -1.39517 -2.07031 -4.45332 -1.03 0.17 -0.18 -0.258
C -0.81234 -0.78287 -2.84228 0.71 -0.65 0.33 0.573
C -1.13066 -1.99272 -2.28194 -0.46 0.40 0.23 -0.521
N -0.97842 -0.87484 -4.19793 0.64 1.38 0.00 -0.633
N -1.55943 -2.77760 -3.30819 -0.13 -0.89 -0.65 -0.056
H -1.75913 -2.32092 -5.43713 0.11 -0.62 0.12 0.383
H -1.98313 -3.68881 -3.24328 0.18 0.08 0.07 0.173
H -1.10435 -2.35755 -1.27479 0.01 0.02 0.20 0.427
H -0.43149 0.49327 -1.15178 -0.36 0.44 -0.22 0.188
H 0.12194 1.16448 -2.76630 -0.19 0.35 0.02 0.350
H 0.92605 -0.15964 -1.92831 0.44 0.24 -0.14 0.276
C 0.91483 1.88271 1.24354 1.54 0.64 1.71 0.352
C 2.45381 2.09784 1.40355 -0.95 -0.38 -0.26 -1.240
C 0.40378 1.01454 2.36595 -0.86 -0.81 -0.88 0.514
C -0.91094 0.68644 2.57915 0.06 0.95 0.54 -0.695
C 0.37607 -0.51628 3.87283 -0.49 -0.35 0.25 -0.255
N 1.17579 0.23689 3.17491 1.20 -0.35 -0.11 -0.556
N -0.90893 -0.25190 3.57675 -0.83 0.20 -0.44 -0.056
H 0.42562 2.84831 1.38506 -0.13 0.03 -0.62 0.293
H 0.76139 1.48195 0.25569 -0.53 -0.21 -0.11 -0.325
H 2.87550 2.24354 0.40801 0.24 0.49 0.28 0.366
H -1.78865 1.24275 2.31668 -0.32 -0.24 -0.33 0.410
H 0.57598 -1.34912 4.52848 0.56 0.26 0.16 0.400
H -1.74339 -0.63438 3.98395 0.15 -0.19 0.12 0.168
H 2.88449 1.19581 1.81689 0.16 -0.21 0.02 0.344
H 2.64716 2.89232 2.12122 0.24 0.19 -0.30 0.304
```
Forces are in eV/Å.

Computed properties:
charge: 0
LUMO level: 0.7254 eV

=====

The following is a quantum chemistry calculation of a cluster of 2 separate species, C9H14N4 in total, from the Open Molecules 2025 dataset.

```
27
Properties=species:S:1:pos:R:3:forces:R:3:lowdin_spin:R:1
C 2.61949 0.10052 -1.21475 0.27 -0.12 1.28 0.166
C 2.52534 1.13986 -0.30910 -0.30 1.72 1.08 0.000
C 1.94787 -1.09209 -0.90531 0.38 0.22 -1.25 -0.005
C 1.61003 1.12537 0.73895 0.18 -1.71 1.71 0.129
C 0.97963 -1.15203 0.05489 -0.98 0.28 2.16 0.123
C 0.70786 0.02092 0.93272 2.11 -1.66 -2.06 0.014
C -0.04100 -2.27799 0.44490 0.70 1.41 -1.06 0.014
C -1.10510 -1.43059 1.21860 1.22 -2.17 2.58 0.058
C -0.41737 -0.19617 1.71238 1.05 -0.86 -1.17 0.421
N -2.36006 0.47802 -1.86762 1.84 -0.08 -0.93 0.038
N -0.60871 2.43846 0.41700 0.57 0.79 -2.43 0.138
N -1.26432 1.00334 -1.18036 1.69 0.99 -0.64 0.216
N -1.43566 1.36355 0.09235 -0.47 1.20 -0.11 0.584
H 3.41163 0.10065 -1.93774 0.02 0.04 -0.45 0.011
H 3.14051 2.05450 -0.33356 -0.04 -0.68 -0.39 -0.003
H 2.30215 -1.86365 -1.57374 -0.73 -0.83 0.27 -0.004
H 1.65770 1.77192 1.62762 0.23 0.41 -0.88 0.005
H -0.33398 -2.68282 -0.55011 -0.41 -0.12 0.96 0.002
H 0.31254 -3.09603 1.10746 0.24 0.59 -0.62 0.007
H -1.98481 -1.29362 0.67466 -1.42 0.76 -1.07 0.015
H -1.42126 -2.03368 2.11413 0.01 0.40 -0.69 0.014
H -0.85136 0.56733 2.29290 -0.56 0.35 0.85 0.020
H -2.25205 -0.50968 -1.81005 -0.40 -0.86 -0.07 0.005
H -3.23445 0.75250 -1.50349 -0.85 0.71 0.73 0.004
H 0.39885 2.41840 0.06081 -2.20 -0.17 0.06 0.015
H -0.50127 2.48647 1.38587 -0.25 0.05 1.76 0.005
H -0.46980 1.47807 -1.70180 -1.92 -0.67 0.38 0.012
```
Forces are in eV/Å.

Computed properties:
charge: 0
expectation value of S²: 2.052
2S+1: 3
LUMO level (spin up / spin down): 0.9737 / -0.7208 eV

=====

The following is a quantum chemistry calculation of the molecule C9H14N6, from the Open Molecules 2025 dataset.

```
29
Properties=species:S:1:pos:R:3:forces:R:3:mulliken_charge:R:1
C 0.61013 -2.50295 0.96282 -0.43 0.82 -3.39 -0.993
C -1.39336 -2.84073 2.04302 -3.24 2.07 0.54 -0.857
C -1.29117 -1.19598 0.15528 -0.76 0.24 0.77 -1.231
C -0.90131 0.03661 0.95219 -0.62 -0.98 -0.52 -0.609
C -0.57741 1.42929 -0.98382 -2.07 -1.07 -0.63 0.496
C 0.86728 2.28324 -3.13722 -0.54 0.04 1.35 -0.378
C 1.44490 2.29006 -1.84453 -1.93 -1.71 0.79 0.357
C 2.62675 2.47585 -1.31988 5.09 2.72 0.96 -0.523
C 1.48438 2.12366 0.44456 -0.76 -1.12 0.42 0.080
H 0.80356 -3.62127 0.93214 0.67 1.65 0.18 0.347
H 1.03304 -1.85284 0.02780 -0.34 -2.15 2.02 0.244
H 0.94203 -1.95162 1.85516 0.12 -0.62 0.14 0.358
H -1.23054 -3.88114 2.27020 0.83 -0.26 0.06 0.341
H -1.01453 -2.11573 2.86644 -0.79 -1.39 -0.69 0.301
H -2.55637 -2.83022 1.97701 1.77 0.43 0.38 0.259
H -0.93336 -0.93848 -0.83072 1.28 -1.06 -0.52 0.612
H -2.31491 -1.24186 -0.15437 -1.31 -0.13 0.71 0.495
H -1.44656 0.18069 1.83723 -0.29 -0.51 1.74 0.311
H 0.12065 -0.24760 1.10864 0.89 1.52 0.41 0.446
H -2.24618 0.90046 0.08981 -2.26 0.47 -1.41 0.389
H 1.27003 2.84971 -3.94750 0.44 -0.03 -0.48 0.444
H 3.63025 2.78163 -1.60802 -0.63 -0.11 -1.66 0.427
H 1.18475 1.74200 1.51223 0.58 1.30 -2.42 0.355
N -0.86827 -2.42739 0.77477 2.07 -0.85 -0.56 -0.035
N -1.33806 1.22685 0.21065 2.79 0.03 -1.28 -0.322
N -0.94786 1.16771 -2.24762 -0.57 0.96 2.75 -0.299
N -0.28677 1.75490 -3.28482 -0.66 -0.56 -0.91 -0.621
N 2.68991 2.52341 0.02904 -2.92 -1.91 1.93 -0.575
N 0.63901 1.88175 -0.69047 3.60 2.21 -0.68 0.182
```
Forces are in eV/Å.

Computed properties:
charge: 0
LUMO level: 0.4567 eV

=====

The following is a quantum chemistry calculation of the ion C9H14NO2 with charge +1, from the Open Molecules 2025 dataset.

```
26
Properties=species:S:1:pos:R:3:forces:R:3:lowdin_spin:R:1
C -1.31811 -0.49797 -3.09071 -0.94 1.07 -0.15 0.379
C -1.76811 -1.49875 -2.24129 -0.81 -1.30 -0.99 0.259
C -0.33019 0.36881 -2.62556 2.24 0.13 0.65 0.355
C -1.31027 -1.67098 -0.96972 -0.04 -0.35 2.19 0.188
C 0.28366 0.05967 -1.33990 1.38 2.73 -0.76 0.292
C -0.33217 -0.82525 -0.47639 -0.26 -1.93 2.07 0.314
C -1.25114 0.93969 1.34825 1.83 -1.08 4.89 0.017
C 2.51229 0.40479 1.04027 -0.08 -3.03 -2.23 0.004
C -0.00461 0.12289 1.74132 0.80 0.55 -2.73 0.014
N 1.24183 1.07019 1.39364 0.62 0.08 0.73 0.018
O 0.30449 -0.24554 2.96728 -0.45 -1.18 2.00 0.001
O 0.06122 -1.02564 0.89905 -0.53 1.07 -1.88 0.071
H -1.85530 -0.21068 -4.00611 0.38 -0.62 0.23 0.011
H -2.53877 -2.16580 -2.48069 -1.09 -0.50 -0.91 0.011
H 0.24527 0.96949 -3.33263 -0.46 0.10 0.31 0.013
H -1.81848 -2.35835 -0.29950 0.20 0.06 -0.07 0.004
H 1.13117 0.62841 -0.96621 -0.12 -0.16 -0.82 0.022
H -2.05648 0.29568 1.43724 -1.83 -0.95 0.03 0.002
H -1.03260 1.21900 0.43425 0.30 1.37 -4.87 0.008
H -1.34013 1.82097 1.93964 -0.25 0.53 0.75 0.000
H 3.19941 1.15182 0.77711 0.86 1.23 -0.49 0.000
H 3.02460 -0.19074 1.80402 -0.88 0.09 0.23 0.000
H 2.33858 -0.25655 0.10016 0.50 1.03 1.87 0.003
H 1.59829 1.50796 2.34368 -1.98 0.24 -2.43 0.003
H 0.95592 1.56701 0.45710 0.52 0.10 2.53 0.009
H 0.05961 -1.18015 3.14570 0.10 0.71 -0.16 0.000
```
Forces are in eV/Å.

Computed properties:
charge: +1
expectation value of S²: 2.013
2S+1: 3
LUMO level (spin up / spin down): -2.9348 / -6.9455 eV

=====

no.,calculated total energy (eV)
1,-23095.50970
2,-15520.04003
3,-15514.12963
4,-18495.94555
5,-15131.86506